Entry w
# C4H10

A cluster of 3 separate species, C4H10 in total (the ωB97M-V functional and the def2-TZVPD basis, the Open Molecules 2025 dataset).

The HOMO-LUMO gap comes out at 8.483 eV. The calculation puts the highest occupied orbital energy at -8.29 eV. As for the total charge: 0.

Each line ends with the Mulliken charge.
Cartesian coordinates (Å):
C  0.336  -1.854  0.153  -0.717
C  -0.120  -0.564  0.362  -0.088
C  -1.540  -0.155  0.371  -0.881
C  1.221  2.065  -0.813  -0.898
H  1.388  -2.163  -0.073  0.273
H  -0.545  -2.518  0.075  0.275
H  0.706  0.087  0.672  0.415
H  1.967  2.946  -0.800  0.266
H  -2.284  -0.437  -0.367  0.248
H  -1.465  -1.130  1.833  0.189
H  -1.872  0.823  0.810  0.267
H  0.582  2.186  -1.722  0.235
H  0.701  2.186  0.143  0.183
H  1.579  1.045  -0.891  0.232

---

Entry x
# C4H10

An isolated molecule of C4H10 (the ωB97M-V functional and the def2-TZVPD basis, the Open Molecules 2025 dataset).

The HOMO-LUMO gap comes out at 11.779 eV. The calculation puts the highest occupied orbital energy at -10.50 eV. As for the total charge: 0.

Each line ends with the Mulliken charge.
Cartesian coordinates (Å):
C  1.912  0.074  -0.209  -1.235
C  0.617  -0.525  0.224  -0.385
C  -0.537  0.521  0.143  -0.792
C  -1.921  -0.205  -0.175  -1.234
H  2.137  0.872  0.472  0.308
H  1.720  0.528  -1.126  0.363
H  2.871  -0.512  -0.065  0.315
H  0.377  -1.476  -0.292  0.338
H  0.420  -0.803  1.246  0.308
H  -0.290  1.146  -0.560  0.517
H  -0.628  1.208  0.949  0.429
H  -1.872  -0.850  -1.025  0.368
H  -2.090  -0.706  0.576  0.461
H  -2.716  0.728  -0.157  0.241

---

Entry y
# C4H10

An isolated molecule of C4H10 (the ωB97M-V functional and the def2-TZVPD basis, the Open Molecules 2025 dataset).

The HOMO-LUMO gap comes out at 12.343 eV. The calculation puts the highest occupied orbital energy at -11.11 eV. As for the total charge: 0.

Each line ends with the Mulliken charge.
Cartesian coordinates (Å):
C  -0.760  0.910  -0.827  -1.413
C  -0.242  0.070  0.406  0.653
C  1.232  0.424  0.650  -1.350
C  -0.371  -1.439  0.097  -1.219
H  -0.113  0.847  -1.727  0.334
H  -1.770  0.658  -1.195  0.349
H  -0.794  1.978  -0.572  0.388
H  -0.844  0.332  1.284  0.259
H  1.667  -0.049  1.541  0.353
H  1.320  1.508  0.759  0.379
H  1.855  0.125  -0.206  0.310
H  -1.367  -1.881  0.258  0.288
H  0.373  -2.156  0.485  0.329
H  -0.186  -1.328  -0.953  0.338

---

entry y ends up most stable, edging out the next structure by 179.7 kJ/mol.

---

Entry w
# C4H13N3

An isolated molecule of C4H13N3 (the ωB97M-V functional and the def2-TZVPD basis, the Open Molecules 2025 dataset).

The HOMO-LUMO gap comes out at 10.084 eV. The calculation puts the highest occupied orbital energy at -9.02 eV. As for the total charge: 0.

Each line ends with the Mulliken charge.
Cartesian coordinates (Å):
N  1.021  -0.378  1.697  -0.717
C  0.339  0.050  0.457  0.665
C  -0.425  -1.157  -0.076  -1.029
C  -1.956  -0.974  -0.087  -0.462
N  -2.385  -0.170  -1.241  -0.610
C  1.404  0.511  -0.527  -1.018
N  1.988  1.836  -0.225  -0.488
H  1.796  0.215  1.907  0.234
H  0.352  -0.352  2.448  0.218
H  -0.304  0.930  0.513  0.119
H  -0.074  -1.362  -1.098  0.304
H  -0.246  -2.064  0.489  0.437
H  -2.219  -0.505  0.873  0.296
H  -2.375  -1.975  -0.114  0.375
H  -3.345  0.110  -1.165  0.215
H  -1.754  0.616  -1.288  0.235
H  1.113  0.521  -1.580  0.388
H  2.294  -0.128  -0.553  0.479
H  1.544  2.624  -0.617  0.171
H  2.988  1.821  -0.156  0.186

---

Entry x
# C4H13N3

An isolated molecule of C4H13N3 (the ωB97M-V functional and the def2-TZVPD basis, the Open Molecules 2025 dataset).

The HOMO-LUMO gap comes out at 10.277 eV. The calculation puts the highest occupied orbital energy at -9.30 eV. As for the total charge: 0.

Each line ends with the Mulliken charge.
Cartesian coordinates (Å):
N  0.194  1.148  -0.957  -0.612
C  0.448  0.172  0.128  0.215
C  -0.543  -0.986  0.236  -0.450
C  -1.999  -0.634  -0.052  -1.103
N  -2.571  0.436  0.777  -0.560
C  1.866  -0.329  0.004  -0.850
N  2.866  0.758  0.086  -0.657
H  0.591  0.760  -1.813  0.266
H  -0.798  1.180  -1.175  0.304
H  0.399  0.755  1.050  0.185
H  -0.535  -1.326  1.271  0.316
H  -0.254  -1.855  -0.353  0.337
H  -2.193  -0.386  -1.091  0.403
H  -2.594  -1.527  0.137  0.415
H  -2.739  0.107  1.719  0.258
H  -1.941  1.225  0.869  0.262
H  2.061  -1.005  0.837  0.319
H  1.997  -0.922  -0.903  0.393
H  2.355  1.639  0.014  0.306
H  3.389  0.790  -0.786  0.253

---

entry x ends up most stable, edging out the next structure by 29.9 kJ/mol.